The following is a quantum chemistry calculation of one molecule with the formula C12H13NO in a non-equilibrium geometry, from the Open Molecules 2025 dataset.

Positions of all 27 atoms, in Å:
C 0.632 0.048 -0.026
C 0.837 -0.305 -1.484
C 0.931 -1.806 -1.802
C 1.457 -2.612 -0.564
C 0.369 -2.422 0.465
C -0.239 -1.082 0.479
C -1.391 0.694 0.926
C -2.416 1.499 1.305
C -2.349 2.902 1.179
C -1.185 3.398 0.497
C -0.136 2.505 0.165
C -0.196 1.181 0.270
H 1.849 0.345 1.543
H -0.010 0.056 -2.008
H 1.759 0.231 -1.938
H -0.080 -2.088 -2.182
H 1.713 -2.034 -2.562
H 1.474 -3.654 -0.861
H 2.536 -2.337 -0.311
H 0.940 -2.535 1.552
H -0.296 -3.291 0.490
H -3.312 1.132 1.810
H -3.202 3.449 1.561
H -1.096 4.448 0.254
H 0.796 3.014 -0.314
N -1.378 -0.850 0.947
O 1.991 0.114 0.607

The energy relative to the best compared isomer or geometry (same formula, charge and spin) is 1.429 eV. Its LUMO energy is 0.63 eV. Its spin multiplicity is 1. As for the frontier orbital gap: 9.4103 eV. Its structure (SMILES) is O[C@@]12CCCCC1=Nc1ccccc12. The highest occupied orbital energy is -8.785 eV.

Per-atom Löwdin charges, elementary charge units: number 1, C, carries -0.3798; number 2, C, carries -0.1082; number 3, C, carries -0.1764; number 4, C, carries -0.2009; number 5, C, carries -0.1481; number 6, C, carries -0.3124; number 7, C, carries -0.1219; number 8, C, carries -0.0542; number 9, C, carries -0.0537; number 10, C, carries -0.0630; number 11, C, carries -0.0483; number 12, C, carries -0.1559; number 13, H, carries 0.1094; number 14, H, carries 0.1085; number 15, H, carries 0.1592; number 16, H, carries 0.1272; number 17, H, carries 0.1130; number 18, H, carries 0.0965; number 19, H, carries 0.1355; number 20, H, carries 0.1784; number 21, H, carries 0.1182; number 22, H, carries 0.1120; number 23, H, carries 0.0963; number 24, H, carries 0.0898; number 25, H, carries 0.1520; number 26, N, carries 0.2167; number 27, O, carries 0.0100